306
Properties=species:S:1:pos:R:3 method="wB97M-V/def2-TZVPD" gap_ev="9.013 / 8.621" spin_multiplicity=6 s_squared=8.7775 e_homo_ev="-8.64 / -9.32"
C -3.876 0.867 -3.705
O -4.171 2.108 -4.378
C -3.741 1.989 -5.721
C -4.194 3.243 -6.448
O -3.648 4.454 -5.971
C -4.006 5.621 -6.709
C -5.283 6.332 -6.306
O -6.447 5.733 -6.857
C -6.940 6.277 -8.076
H -4.327 0.882 -2.713
H -2.834 0.664 -3.460
H -4.213 -0.096 -4.086
H -4.097 1.036 -6.111
H -2.663 1.831 -5.755
H -5.280 3.317 -6.404
H -3.977 3.042 -7.497
H -3.936 5.325 -7.756
H -3.257 6.365 -6.438
H -5.236 7.401 -6.516
H -5.476 6.353 -5.233
H -6.321 6.252 -8.973
H -6.914 7.365 -8.006
H -7.896 5.778 -8.232
C 1.900 4.989 3.645
O 2.436 5.216 4.996
C 1.429 5.216 6.037
C 1.206 3.809 6.650
O 2.325 3.341 7.427
C 2.190 2.109 8.196
C 2.712 0.842 7.463
O 2.045 -0.354 8.060
C 2.178 -1.583 7.349
H 1.202 5.809 3.480
H 1.414 4.023 3.508
H 2.641 5.080 2.850
H 0.592 5.721 5.554
H 1.842 5.817 6.847
H 1.011 3.088 5.856
H 0.317 3.813 7.281
H 1.143 1.989 8.476
H 2.660 2.175 9.177
H 3.801 0.816 7.468
H 2.458 0.774 6.406
H 1.431 -2.352 7.545
H 3.140 -2.061 7.158
H 1.897 -1.339 6.324
C 3.027 2.691 -2.454
O 4.134 2.348 -3.355
C 4.107 0.961 -3.623
C 5.069 0.493 -4.797
O 6.439 0.766 -4.591
C 6.748 2.165 -4.314
C 8.251 2.512 -4.523
O 9.191 1.961 -3.598
C 9.002 0.575 -3.341
H 3.019 3.762 -2.255
H 3.180 2.095 -1.554
H 2.103 2.547 -3.014
H 3.091 0.744 -3.952
H 4.443 0.463 -2.713
H 4.701 1.015 -5.680
H 5.084 -0.584 -4.966
H 6.535 2.522 -3.307
H 6.245 2.769 -5.069
H 8.361 3.594 -4.445
H 8.542 2.162 -5.514
H 8.845 0.111 -4.315
H 8.043 0.490 -2.832
H 9.854 0.135 -2.823
C -2.186 -4.632 -7.796
O -1.659 -3.388 -7.435
C -2.486 -2.293 -7.677
C -3.868 -2.319 -6.950
O -3.929 -2.303 -5.515
C -3.066 -3.133 -4.815
C -3.591 -3.133 -3.359
O -3.167 -4.301 -2.625
C -3.717 -4.363 -1.283
H -1.444 -5.386 -7.534
H -2.422 -4.610 -8.860
H -3.114 -4.843 -7.263
H -2.700 -2.136 -8.734
H -1.936 -1.406 -7.362
H -4.351 -3.263 -7.204
H -4.522 -1.523 -7.307
H -2.015 -2.870 -4.940
H -3.139 -4.181 -5.104
H -4.655 -2.896 -3.322
H -3.272 -2.196 -2.903
H -2.919 -4.839 -0.714
H -4.690 -4.854 -1.302
H -4.084 -3.394 -0.945
C 0.668 -4.473 0.025
O 1.324 -5.698 -0.284
C 1.562 -6.667 0.707
C 0.556 -6.942 1.909
O 0.475 -5.879 2.843
C -0.436 -6.177 3.904
C -0.672 -5.011 4.856
O -1.527 -5.233 5.883
C -1.996 -4.059 6.507
H 1.271 -3.853 0.687
H -0.305 -4.619 0.494
H 0.576 -3.934 -0.918
H 2.535 -6.485 1.164
H 1.597 -7.591 0.129
H 0.977 -7.758 2.495
H -0.400 -7.368 1.602
H -0.070 -6.924 4.609
H -1.333 -6.596 3.448
H -0.963 -4.297 4.086
H 0.273 -4.549 5.142
H -2.497 -3.387 5.809
H -1.263 -3.389 6.956
H -2.607 -4.267 7.386
C 4.543 -3.716 3.649
O 4.776 -2.325 3.700
C 5.350 -1.772 4.892
C 5.694 -0.343 4.634
O 4.490 0.373 4.231
C 4.747 1.714 3.875
C 4.770 2.731 4.991
O 5.825 2.351 5.874
C 5.941 3.032 7.053
H 5.363 -4.277 4.098
H 4.340 -4.059 2.635
H 3.694 -4.034 4.254
H 6.185 -2.397 5.209
H 4.788 -2.092 5.769
H 6.412 -0.355 3.814
H 6.234 0.038 5.501
H 3.974 1.980 3.154
H 5.660 1.841 3.294
H 3.876 2.679 5.613
H 4.931 3.778 4.734
H 4.964 2.946 7.529
H 6.106 4.109 7.002
H 6.650 2.540 7.718
C -1.076 -6.618 -4.746
O 0.414 -6.429 -4.754
C 1.095 -6.128 -3.530
C 2.290 -5.237 -3.888
O 1.971 -3.955 -4.528
C 1.109 -3.188 -3.726
C 1.262 -1.744 -4.286
O 0.209 -0.964 -3.853
C 0.165 0.270 -4.589
H -1.340 -7.443 -4.084
H -1.500 -6.750 -5.741
H -1.426 -5.655 -4.373
H 1.385 -6.996 -2.938
H 0.355 -5.659 -2.882
H 2.968 -5.650 -4.635
H 2.962 -5.118 -3.038
H 1.274 -3.112 -2.651
H 0.061 -3.429 -3.908
H 1.182 -1.832 -5.370
H 2.198 -1.236 -4.057
H 0.189 0.122 -5.669
H 0.974 0.982 -4.423
H -0.781 0.714 -4.279
C 7.683 -2.981 -3.459
C 7.781 -3.949 -2.267
C 8.402 -3.200 -1.035
C 7.462 -2.166 -0.368
C 6.178 -2.874 0.130
C 5.503 -3.755 -0.998
N 6.462 -4.546 -1.823
O 5.814 -5.467 -2.850
C 4.492 -4.687 -0.179
C 4.605 -2.832 -1.886
C 8.692 -5.151 -2.534
H 7.336 -1.980 -3.202
H 7.082 -3.494 -4.209
H 8.701 -2.846 -3.823
H 8.876 -3.851 -0.300
H 9.201 -2.555 -1.403
H 7.039 -1.393 -1.010
H 8.058 -1.684 0.406
H 5.563 -2.057 0.507
H 6.500 -3.441 1.004
H 4.000 -5.292 -0.941
H 4.938 -5.368 0.546
H 3.686 -4.152 0.324
H 4.161 -3.250 -2.788
H 3.704 -2.493 -1.376
H 5.239 -2.041 -2.287
H 8.605 -5.620 -3.515
H 8.511 -5.918 -1.781
H 9.715 -4.838 -2.324
C 1.475 -1.840 3.435
C 1.285 -0.765 2.360
C 2.514 -0.952 1.465
C 2.427 -0.202 0.186
C 1.172 -0.654 -0.556
C -0.134 -0.298 0.254
N 0.049 -0.986 1.550
O -1.172 -1.320 2.282
C -0.320 1.206 0.295
C -1.293 -0.982 -0.547
C 1.231 0.676 3.016
H 2.326 -1.623 4.079
H 1.503 -2.849 3.023
H 0.637 -1.972 4.120
H 3.507 -0.774 1.880
H 2.638 -2.015 1.260
H 3.354 -0.478 -0.317
H 2.375 0.880 0.309
H 1.259 -1.732 -0.691
H 1.095 -0.275 -1.575
H 0.579 1.766 0.549
H -0.540 1.492 -0.733
H -1.203 1.452 0.885
H -1.061 -2.044 -0.630
H -2.294 -0.867 -0.131
H -1.212 -0.680 -1.591
H 1.480 0.577 4.072
H 0.207 1.034 3.121
H 1.924 1.438 2.661
C -6.658 -2.079 0.028
C -6.895 -0.597 0.213
C -7.299 -0.144 -1.227
C -7.913 1.214 -1.203
C -9.158 1.269 -0.334
C -8.874 0.828 1.117
N -8.093 -0.438 1.179
O -7.746 -0.834 2.534
C -8.171 2.013 1.874
C -10.286 0.612 1.688
C -5.514 -0.005 0.616
H -5.955 -2.273 -0.782
H -7.620 -2.583 -0.067
H -6.176 -2.504 0.907
H -6.358 0.018 -1.753
H -7.873 -0.880 -1.791
H -8.042 1.636 -2.200
H -7.209 1.968 -0.851
H -9.974 0.694 -0.771
H -9.571 2.271 -0.441
H -8.717 2.932 1.663
H -8.169 1.784 2.940
H -7.150 2.267 1.589
H -10.169 0.276 2.718
H -10.926 1.493 1.640
H -10.660 -0.224 1.098
H -4.717 -0.240 -0.090
H -5.097 -0.489 1.498
H -5.455 1.060 0.843
C -1.448 0.583 6.331
C -2.643 1.212 7.141
C -3.122 2.557 6.627
C -3.871 2.527 5.334
C -5.012 1.567 5.423
C -4.665 0.122 5.857
N -3.831 0.271 7.121
O -3.593 -0.986 7.776
C -6.009 -0.597 6.084
C -3.970 -0.572 4.663
C -2.160 1.404 8.646
H -1.521 0.845 5.276
H -1.376 -0.503 6.373
H -0.545 1.038 6.740
H -3.607 3.060 7.463
H -2.175 3.036 6.376
H -3.210 2.240 4.516
H -4.150 3.555 5.107
H -5.657 1.500 4.547
H -5.729 1.909 6.169
H -6.392 -0.421 7.090
H -6.867 -0.300 5.482
H -5.902 -1.682 6.071
H -3.435 0.061 3.955
H -3.191 -1.224 5.061
H -4.602 -1.149 3.988
H -1.361 2.134 8.771
H -1.700 0.493 9.028
H -2.923 1.759 9.340
C -2.469 4.112 -2.087
C -1.453 5.141 -2.591
C -2.347 6.358 -2.990
C -1.555 7.577 -3.449
C -0.732 8.086 -2.268
C 0.259 6.941 -1.807
N -0.456 5.649 -1.616
O 0.365 4.538 -1.056
C 1.470 6.947 -2.760
C 0.830 7.505 -0.460
C -0.891 4.495 -3.855
H -1.900 3.201 -1.903
H -3.341 4.016 -2.734
H -2.888 4.337 -1.106
H -2.929 6.070 -3.865
H -3.105 6.594 -2.243
H -2.187 8.394 -3.797
H -0.957 7.361 -4.334
H -1.493 8.352 -1.534
H -0.206 9.003 -2.532
H 1.997 7.883 -2.574
H 2.118 6.132 -2.439
H 1.182 6.903 -3.810
H 0.981 8.581 -0.543
H 0.144 7.388 0.379
H 1.732 6.978 -0.150
H -0.224 5.224 -4.314
H -1.603 4.206 -4.628
H -0.349 3.573 -3.648